1.
Molecular formula: C3H6FNO
Method: DFT, ωB97M-V with the def2-TZVPD basis set

XYZ file:
```
12
Properties=species:S:1:pos:R:3
F 2.1477 0.1620 0.4868
C 1.1958 0.0064 -0.5447
N 0.2304 1.0681 -0.3447
C -1.0109 0.4565 0.0497
C -0.6514 -0.9469 0.3776
O 0.5203 -1.2447 -0.3716
H 1.5550 0.0627 -1.6105
H 0.4873 1.8663 0.2291
H -1.6056 0.3679 -0.8342
H -1.4452 0.9418 0.9448
H -0.1679 -0.9893 1.4018
H -1.2552 -1.7506 0.2159
```

The calculation puts the maximum force at 5.33 eV Å⁻¹. Its frontier orbital gap is 10.52 eV. For the HOMO energy, the calculation gives -9.51 eV. For the energy, the calculation gives -9462.3222 eV. For the energy relative to the best compared isomer or geometry (same formula, charge and spin), the calculation gives 1.473 eV.

***

2.
Molecular formula: C3H6FNO
Method: DFT, ωB97M-V with the def2-TZVPD basis set

XYZ file:
```
12
Properties=species:S:1:pos:R:3
C -0.5930 -0.8003 -2.6774
C -0.8321 -0.1001 1.5289
C 0.5084 0.5086 1.2647
N 1.1023 0.7130 0.2008
O 0.5837 -0.3631 -2.4407
F 0.9169 1.0821 2.4227
H -0.7468 -1.1492 -3.7828
H -0.8908 -0.9848 2.2257
H -1.3330 -0.5605 0.7730
H -1.5220 0.5887 1.9218
H 1.9114 1.2703 0.0590
H 0.8949 -0.2047 -1.4958
```

The calculation puts the maximum force at 3.38 eV Å⁻¹. Its frontier orbital gap is 8.53 eV. For the HOMO energy, the calculation gives -7.69 eV. For the energy, the calculation gives -9459.6405 eV. For the energy relative to the best compared isomer or geometry (same formula, charge and spin), the calculation gives 4.155 eV.

***

3.
Molecular formula: C3H6FNO2
Method: DFT, ωB97M-V with the def2-TZVPD basis set

XYZ file:
```
13
Properties=species:S:1:pos:R:3
C 1.8148 0.3897 -0.0786
N 0.6065 -0.2848 0.2703
C -0.5444 0.3164 -0.2895
F -0.7052 1.6443 0.3009
C -1.8997 -0.3727 -0.0741
O -2.9522 0.2069 -0.2517
O -1.8332 -1.6446 0.2755
H 2.0788 -0.0483 -1.0564
H 1.7084 1.5358 -0.0926
H 2.5739 0.1912 0.5530
H 0.3643 -0.5159 1.2944
H -0.2746 0.6771 -1.2886
H -0.9373 -2.0951 0.4373
```

The calculation puts the maximum force at 4.12 eV Å⁻¹. Its frontier orbital gap is 10.78 eV. For the HOMO energy, the calculation gives -10.31 eV. For the energy, the calculation gives -11510.1066 eV. For the energy relative to the best compared isomer or geometry (same formula, charge and spin), the calculation gives 1.187 eV.

***

4.
Molecular formula: C3H6FNS2
Method: DFT, ωB97M-V with the def2-TZVPD basis set

XYZ file:
```
13
Properties=species:S:1:pos:R:3
F -1.6765 1.3136 -1.3320
C -0.6450 0.3968 -1.6296
C 0.5588 0.9095 -0.9210
S 0.3321 0.6786 0.8242
C 0.6579 -1.0122 0.9669
N 0.3533 -1.7715 1.9557
S -0.4904 -1.1669 3.3127
H -0.9145 -0.5603 -1.1969
H -0.5162 0.3456 -2.6778
H 1.4803 0.3599 -1.1681
H 0.6578 1.9837 -1.0480
H 1.1385 -1.4650 0.1381
H -0.9361 -0.0118 2.7760
```

The calculation puts the maximum force at 1.85 eV Å⁻¹. Its frontier orbital gap is 9.34 eV. For the HOMO energy, the calculation gives -8.63 eV. For the energy, the calculation gives -29085.1331 eV. For the energy relative to the best compared isomer or geometry (same formula, charge and spin), the calculation gives 0.381 eV.

***

5.
Molecular formula: C3H6I2NS
Method: DFT, ωB97M-V with the def2-TZVPD basis set

XYZ file:
```
13
Properties=species:S:1:pos:R:3
C 1.1249 0.1775 -0.3027
C 0.1681 -0.3396 -1.3904
C -0.7754 1.3232 0.3493
N 0.4407 1.0718 0.6059
S -1.2842 0.7336 -1.2105
I -1.1715 -2.0824 1.5312
I -1.9916 2.6139 1.5482
H 1.7322 -0.6626 0.0055
H 1.8338 0.9680 -0.7964
H 0.5307 -0.2747 -2.3749
H -0.2728 -1.3856 -1.1333
H -1.1743 -3.5618 1.7630
H 0.8395 1.4188 1.4053
```

The calculation puts the maximum force at 4.62 eV Å⁻¹. The total charge is +1. Its frontier orbital gap is 9.03 eV. For the HOMO energy, the calculation gives -13.50 eV. For the energy, the calculation gives -31727.0210 eV. For the energy relative to the best compared isomer or geometry (same formula, charge and spin), the calculation gives 0.181 eV.

***

6.
Molecular formula: C3H6IN2
Method: DFT, ωB97M-V with the def2-TZVPD basis set

XYZ file:
```
12
Properties=species:S:1:pos:R:3
C -1.5009 0.0939 -0.9014
C -0.3691 -0.8312 0.7272
C -0.2682 0.5476 0.8635
N -1.1202 -1.0823 -0.3569
N -0.9859 1.0423 -0.1457
I 3.6244 -0.0426 -0.1730
H -2.0811 0.1310 -1.7125
H -0.0239 -1.7263 1.1651
H 5.0406 0.6563 0.1521
H 0.1624 1.0379 1.6724
H -1.4967 -1.8547 -0.8698
H -0.9814 2.0282 -0.4210
```

The calculation puts the maximum force at 4.10 eV Å⁻¹. The total charge is +1. Its frontier orbital gap is 9.40 eV. For the HOMO energy, the calculation gives -12.88 eV. For the energy, the calculation gives -14282.0325 eV. For the energy relative to the best compared isomer or geometry (same formula, charge and spin), the calculation gives 0.081 eV.

***

7.
Molecular formula: C3H6IN2O
Method: DFT, ωB97M-V with the def2-TZVPD basis set

XYZ file:
```
13
Properties=species:S:1:pos:R:3
C 0.7820 0.4753 -0.5185
C 0.2090 -1.7104 0.0881
C -1.2229 0.1219 0.6362
N -0.3408 0.9233 0.0828
N 0.9581 -0.8064 -0.6302
O -0.9276 2.1352 -0.4558
I -3.1403 0.1445 -0.0492
H 1.4803 1.2089 -0.8567
H 0.2527 -1.7521 1.1218
H -0.0421 -2.5414 -0.4953
H -1.0226 -0.1280 1.7219
H 1.6754 -1.2338 -1.3287
H -0.0686 2.5776 -0.7297
```

The calculation puts the maximum force at 4.19 eV Å⁻¹. The total charge is +1. Its frontier orbital gap (alpha / beta) is 8.33 / 8.33 eV. For the HOMO energy (alpha / beta), the calculation gives -12.90 / -12.89 eV. For the energy, the calculation gives -16324.7016 eV. For the energy relative to the best compared isomer or geometry (same formula, charge and spin), the calculation gives 5.009 eV.

***

8.
Molecular formula: C3H6IN3
Method: DFT, ωB97M-V with the def2-TZVPD basis set

XYZ file:
```
13
Properties=species:S:1:pos:R:3
C 1.7550 -1.1187 -1.1182
C 0.5227 -0.6851 -1.4747
C -0.2391 0.2337 -0.6748
N -1.4258 0.6234 -0.9134
N -1.6910 1.6504 1.7102
N -2.3861 1.1580 -0.3119
I -3.0039 2.9586 -0.9027
H 2.2230 -1.8279 -1.6945
H 2.0688 -0.7430 -0.2081
H 0.0507 -0.9199 -2.4398
H 0.3154 0.5366 0.2505
H -1.7480 2.7013 1.6990
H -2.5825 1.4449 1.8986
```

The calculation puts the maximum force at 4.97 eV Å⁻¹. Its frontier orbital gap (alpha / beta) is 7.15 / 7.15 eV. For the HOMO energy (alpha / beta), the calculation gives -8.04 / -8.05 eV. For the energy, the calculation gives -15773.0559 eV. For the energy relative to the best compared isomer or geometry (same formula, charge and spin), the calculation gives 3.364 eV.

***

9.
Molecular formula: C3H6IN4O2
Method: DFT, ωB97M-V with the def2-TZVPD basis set

XYZ file:
```
16
Properties=species:S:1:pos:R:3
C -1.1696 -0.4864 0.5363
N 0.0048 -0.5690 -0.3960
C 1.3379 -0.9507 0.0638
I 2.5419 -2.0742 -1.3307
N 1.0267 0.3968 -0.5040
C 1.1369 1.6548 -1.1457
N 0.3205 2.4271 -1.7141
N 0.7844 3.5622 -2.2864
O 0.0149 3.9816 -3.0758
O 1.8695 3.9613 -1.9917
H -1.3939 -1.6102 0.8869
H -0.9473 0.2296 1.3825
H -2.0239 -0.0340 -0.0095
H -0.3839 -0.8961 -1.3760
H 1.8086 -0.9790 1.0393
H 2.2027 1.8330 -1.2773
```

The calculation puts the maximum force at 5.72 eV Å⁻¹. The total charge is +1. Its frontier orbital gap is 9.39 eV. For the HOMO energy, the calculation gives -14.21 eV. For the energy, the calculation gives -21348.7310 eV. For the energy relative to the best compared isomer or geometry (same formula, charge and spin), the calculation gives 2.300 eV.

***

10.
Molecular formula: C3H6INO
Method: DFT, ωB97M-V with the def2-TZVPD basis set

XYZ file:
```
12
Properties=species:S:1:pos:R:3
C -0.0556 -0.8419 -1.2660
C -0.0283 0.1886 -0.4137
C -1.2959 0.4946 0.7489
I -3.0728 -0.2251 -0.1348
O 1.1529 0.8182 -0.2617
N 1.0277 2.2674 -0.1710
H 0.7406 -1.0331 -1.9842
H -1.0519 -1.3696 -1.1788
H -1.3606 1.6020 0.8619
H -1.1062 -0.1681 1.6930
H 1.2645 2.4051 0.8525
H 1.8890 2.5541 -0.6987
```

The calculation puts the maximum force at 3.37 eV Å⁻¹. Its frontier orbital gap is 9.54 eV. For the HOMO energy, the calculation gives -9.09 eV. For the energy, the calculation gives -14842.9397 eV. For the energy relative to the best compared isomer or geometry (same formula, charge and spin), the calculation gives 3.096 eV.

***

Repeat the eighth record exactly.
Molecular formula: C3H6IN3
Method: DFT, ωB97M-V with the def2-TZVPD basis set

XYZ file:
```
13
Properties=species:S:1:pos:R:3
C 1.7550 -1.1187 -1.1182
C 0.5227 -0.6851 -1.4747
C -0.2391 0.2337 -0.6748
N -1.4258 0.6234 -0.9134
N -1.6910 1.6504 1.7102
N -2.3861 1.1580 -0.3119
I -3.0039 2.9586 -0.9027
H 2.2230 -1.8279 -1.6945
H 2.0688 -0.7430 -0.2081
H 0.0507 -0.9199 -2.4398
H 0.3154 0.5366 0.2505
H -1.7480 2.7013 1.6990
H -2.5825 1.4449 1.8986
```

The calculation puts the maximum force at 4.97 eV Å⁻¹. Its frontier orbital gap (alpha / beta) is 7.15 / 7.15 eV. For the HOMO energy (alpha / beta), the calculation gives -8.04 / -8.05 eV. For the energy, the calculation gives -15773.0559 eV. For the energy relative to the best compared isomer or geometry (same formula, charge and spin), the calculation gives 3.364 eV.

***

Which of these has the lowest maximum force?
C3H6FNS2